{
  "formula": "C18H25ClN2PbS",
  "method": "ωB97M-V with the def2-TZVPD basis set",
  "molar_mass_g_mol": 544.13,
  "e_above_lowest_kj_mol": 164.3,
  "total_charge": 2,
  "e_tot_ha": -1860.87473,
  "homo_lumo_gap_ev": [4.725, 4.733],
  "elements": ["C", "C", "C", "C", "Cl", "H", "H", "H", "H", "H", "H", "H", "H", "H", "C", "C", "C", "H", "C", "C", "H", "H", "H", "H", "C", "C", "C", "H", "C", "C", "H", "H", "H", "H", "Pb", "C", "N", "C", "C", "N", "C", "S", "H", "H", "H", "H", "H", "H"],
  "positions_angstrom": [[0.265700, 0.840100, -6.823700], [1.642600, 1.389300, -7.130800], [0.039000, -0.513500, -7.462600], [-0.829300, 1.824400, -7.176100], [0.187000, 0.584600, -4.976300], [0.076900, -0.410600, -8.548300], [-0.933100, -0.918100, -7.192800], [0.803900, -1.224400, -7.160900], [1.733600, 1.555000, -8.205600], [2.420800, 0.694100, -6.826600], [1.810300, 2.336700, -6.625100], [-0.820400, 2.004200, -8.252300], [-0.681400, 2.775400, -6.670900], [-1.808100, 1.438200, -6.903500], [1.734100, -1.284200, 1.234800], [1.088600, -2.189000, 0.357400], [1.387200, -1.811800, -0.977000], [0.477100, -3.024900, 0.653200], [2.229900, -0.679600, -0.924700], [2.440400, -0.352900, 0.440000], [3.049100, 0.451900, 0.817100], [1.721000, -1.320600, 2.310900], [1.057500, -2.316600, -1.869400], [2.648600, -0.167000, -1.773700], [-2.123100, 1.141400, 0.669600], [-2.041900, -0.057000, 1.415100], [-2.137400, -1.133900, 0.500400], [-1.958900, -0.136100, 2.485900], [-2.267100, -0.600600, -0.808100], [-2.264300, 0.807600, -0.700900], [-2.356000, 1.507700, -1.512700], [-2.099700, 2.138600, 1.074100], [-2.116000, -2.180500, 0.755000], [-2.376600, -1.167900, -1.717200], [0.000000, 0.000000, 0.000000], [0.297600, -0.450700, 4.278500], [-0.357300, 0.834900, 4.083900], [-1.277000, 1.337300, 4.933700], [-1.692700, 2.556700, 4.454800], [-1.032900, 2.814700, 3.311100], [-0.230800, 1.753600, 3.087000], [0.807900, 1.714200, 1.799400], [-0.017400, -1.143700, 3.475500], [1.397700, -0.314500, 4.317100], [-0.026200, -0.917800, 5.234500], [-1.620400, 0.851300, 5.839400], [-2.419700, 3.212400, 4.914500], [-1.125100, 3.674000, 2.726100]],
  "atomic_forces_ev_per_a": [[0.01, 0.01, -0.10], [0.07, 0.02, 0.07], [-0.02, -0.08, 0.05], [-0.07, 0.04, 0.08], [0.00, -0.01, 0.02], [0.01, 0.05, 0.00], [-0.09, -0.01, 0.01], [0.09, -0.04, 0.01], [-0.05, -0.02, -0.01], [0.05, -0.08, 0.00], [-0.01, 0.09, 0.02], [0.04, -0.03, -0.01], [0.04, 0.08, 0.02], [-0.07, -0.06, 0.00], [0.85, -1.63, -0.31], [0.23, -0.43, 1.35], [-0.40, -1.38, -0.22], [-0.01, -0.10, -0.03], [1.72, 1.79, 1.22], [1.69, -0.65, -1.22], [0.10, -0.01, -0.12], [0.09, -0.06, -0.15], [-0.02, -0.07, -0.12], [0.04, 0.06, -0.10], [-1.49, 0.36, -0.70], [-1.04, -0.45, -0.08], [-0.26, -0.29, 1.04], [-0.14, -0.12, -0.02], [-0.55, -0.51, -0.36], [-0.47, 1.42, 0.83], [-0.03, 0.04, -0.12], [-0.08, 0.00, -0.16], [-0.07, -0.07, -0.01], [-0.02, -0.05, -0.09], [-0.36, 1.47, -1.67], [0.46, -0.80, 0.03], [-0.54, 1.28, -0.07], [-1.10, 0.80, 0.73], [-0.91, -0.02, 1.44], [-0.19, -0.25, 0.23], [0.39, -0.27, -0.22], [1.62, 0.19, -0.97], [0.33, 0.40, 0.33], [-0.69, -0.11, -0.18], [0.11, 0.68, -0.60], [0.22, -0.05, -0.24], [0.17, 0.05, -0.20], [0.33, -1.16, 0.61]],
  "nbo_charge": [0.099, -0.640, -0.640, -0.640, -0.199, 0.233, 0.221, 0.220, 0.233, 0.220, 0.221, 0.233, 0.221, 0.220, -0.256, -0.329, -0.117, 0.270, -0.253, -0.305, 0.272, 0.254, 0.278, 0.286, -0.298, -0.325, -0.293, 0.241, -0.194, -0.292, 0.281, 0.239, 0.265, 0.278, 1.173, -0.426, -0.287, -0.024, -0.018, -0.457, 0.159, 0.095, 0.224, 0.254, 0.267, 0.273, 0.276, 0.484]
}